Formula: C36H46AsClHgN3O9S
Source: the OMol25 dataset
Level of theory: ωB97M-V/def2-TZVPD

Output
* relative energy (zero: lowest compared OMol25 entry of this formula, charge and spin): 0.0 kJ/mol
* spin multiplicity: 2
* HOMO-LUMO gap (alpha / beta): 6.416 / 6.642 eV
* highest occupied orbital energy (alpha / beta): -2.48 / -3.08 eV
* total charge: -2
* maximum force: 1.191 eV/Å

Structure (XYZ):
```
98
C36H46AsClHgN3O9S, DFT ωB97M-V/def2-TZVPD
Hg 0.651 -0.072 -0.350
N -0.252 -2.632 -1.331
C 0.476 -3.551 -2.188
C 0.802 -2.852 -3.493
C 1.748 -1.675 -3.223
O 2.968 -1.898 -3.351
O 1.183 -0.579 -2.871
H -0.637 -3.059 -0.501
H -0.996 -2.138 -1.807
H -0.080 -4.474 -2.403
H 1.400 -3.848 -1.683
H -0.123 -2.482 -3.940
H 1.283 -3.550 -4.177
O -0.769 6.634 3.563
C 0.362 6.198 3.248
O 1.502 6.698 3.413
C 0.364 4.817 2.548
C 1.489 3.999 2.599
C 1.485 2.792 1.916
N 0.431 2.374 1.204
C -0.658 3.140 1.160
C -0.734 4.363 1.825
C -1.847 2.618 0.360
O -2.842 3.343 0.222
O -1.703 1.443 -0.118
H 2.359 4.325 3.156
H 2.355 2.140 1.911
H -1.641 4.947 1.771
Cl 3.422 -0.388 5.761
C 1.938 0.273 5.129
C 1.228 1.209 5.858
C 0.048 1.697 5.321
C -0.367 1.222 4.087
N 0.322 0.316 3.396
C 1.463 -0.149 3.898
H 1.599 1.550 6.816
H -0.538 2.438 5.851
H -1.280 1.585 3.623
H 2.000 -0.878 3.296
O -2.394 -0.895 -1.245
S -3.464 0.035 -0.778
C -3.790 1.296 -2.110
C -3.399 0.819 -3.472
C -4.345 0.483 -4.438
C -3.957 -0.035 -5.669
C -2.609 -0.220 -5.951
C -1.654 0.137 -5.004
C -2.046 0.643 -3.774
C -4.996 -1.006 -1.259
C -4.805 -2.343 -0.629
C -5.241 -2.609 0.669
C -4.935 -3.812 1.297
C -4.175 -4.770 0.640
C -3.738 -4.521 -0.657
C -4.052 -3.323 -1.284
H -3.203 2.153 -1.793
H -4.852 1.525 -2.017
H -5.398 0.644 -4.231
H -4.711 -0.295 -6.405
H -2.300 -0.639 -6.902
H -0.595 0.016 -5.205
H -1.291 0.903 -3.040
H -5.007 -1.066 -2.348
H -5.862 -0.462 -0.876
H -5.816 -1.856 1.197
H -5.283 -3.995 2.308
H -3.922 -5.701 1.135
H -3.143 -5.262 -1.180
H -3.696 -3.124 -2.289
C 4.150 1.100 -2.488
As 3.806 2.162 -0.937
C 5.177 3.541 -0.980
C 2.246 3.261 -1.232
O 3.939 1.347 0.491
H 4.286 1.747 -3.358
H 3.323 0.420 -2.674
H 5.050 0.521 -2.302
H 5.108 4.151 -1.883
H 6.162 3.081 -0.914
H 5.027 4.169 -0.103
H 2.346 3.725 -2.216
H 2.218 4.027 -0.461
H 1.330 2.678 -1.188
C -1.232 -2.502 2.225
C 0.029 -3.334 2.156
O 1.046 -2.605 1.501
C 2.237 -3.334 1.303
C 3.169 -2.515 0.436
H -2.039 -3.083 2.678
H -1.543 -2.183 1.224
H -1.054 -1.602 2.808
H -0.161 -4.269 1.609
H 0.366 -3.615 3.163
H 2.008 -4.300 0.831
H 2.702 -3.555 2.274
H 2.755 -2.380 -0.567
H 4.137 -3.014 0.349
H 3.323 -1.520 0.868
```

---

Formula: C36H46BBrF6IN9PRbS2Si
Source: the OMol25 dataset
Level of theory: ωB97M-V/def2-TZVPD

Output
* relative energy (zero: lowest compared OMol25 entry of this formula, charge and spin): 52.3 kJ/mol
* spin multiplicity: 2
* HOMO-LUMO gap (alpha / beta): 6.706 / 4.395 eV
* highest occupied orbital energy (alpha / beta): -5.04 / -5.04 eV
* total charge: -1
* maximum force: 4.585 eV/Å

Structure (XYZ):
```
105
C36H46BBrF6IN9PRbS2Si, DFT ωB97M-V/def2-TZVPD
Rb 0.259 -0.718 -0.688
C 4.708 -1.926 1.380
N 4.094 -1.286 2.553
C 4.187 0.074 2.922
C 3.210 0.228 3.868
N 2.693 -1.018 4.128
B 1.688 -1.317 5.313
N 0.245 -1.531 4.662
C -0.031 -2.154 3.542
C -1.377 -1.973 3.239
N -1.914 -1.265 4.292
C -3.238 -0.687 4.273
C -0.916 -1.028 5.237
S -1.090 -0.239 6.703
C 3.216 -1.966 3.323
S 2.915 -3.614 3.288
H 5.588 -1.369 1.055
H 4.062 -1.960 0.510
H 5.004 -2.975 1.642
H 4.707 0.738 2.372
H 2.822 1.147 4.267
H 1.998 -2.362 5.886
H 1.698 -0.281 5.970
H 0.723 -2.575 2.927
H -1.928 -2.233 2.312
H -3.697 -0.828 3.326
H -3.165 0.375 4.604
H -3.855 -1.093 5.060
C 4.680 2.119 -0.005
C 4.238 3.233 0.756
C 2.967 3.213 1.265
C 2.094 2.158 0.929
N 2.485 1.128 0.136
C 3.765 1.105 -0.282
C 0.714 2.210 1.369
C -0.054 3.374 1.270
C -1.418 3.261 1.651
C -1.881 2.077 2.182
C -1.012 1.001 2.228
N 0.247 1.015 1.817
H 5.610 2.109 -0.564
H 4.835 4.113 0.961
H 2.541 3.989 1.947
H 4.045 0.283 -0.912
H 0.313 4.255 0.762
H -2.092 4.094 1.526
H -2.928 2.077 2.447
H -1.324 0.016 2.531
F 3.504 -1.312 -2.312
P 2.812 -0.580 -3.668
F 1.869 -1.915 -3.659
F 1.720 0.211 -2.760
F 3.876 -1.280 -4.669
F 3.825 0.676 -3.527
F 2.054 -0.020 -4.971
C 1.178 3.462 -4.085
C 0.999 3.143 -2.578
N -0.425 2.927 -2.341
C -0.986 1.863 -3.018
N -1.763 1.084 -2.352
C -2.404 -0.064 -3.093
C -1.657 -0.486 -4.337
C -1.221 0.727 -5.172
N -0.598 1.733 -4.317
C 0.085 2.836 -4.972
H 2.197 3.118 -4.464
H 1.183 4.545 -4.199
H 1.224 4.027 -1.972
H 1.584 2.267 -2.307
H -0.723 2.856 -1.375
H -3.438 0.189 -3.369
H -2.452 -0.905 -2.380
H -2.258 -1.156 -4.915
H -0.724 -1.011 -4.026
H -2.038 1.240 -5.712
H -0.400 0.439 -5.824
H -0.632 3.573 -5.360
H 0.637 2.363 -5.866
Br -6.502 -0.260 2.821
C -6.129 1.116 1.661
C -6.871 2.239 1.633
C -6.597 3.255 0.747
C -5.565 3.115 -0.149
C -4.797 1.986 -0.131
C -5.115 0.940 0.750
I -3.836 -0.761 0.556
H -7.715 2.463 2.271
H -7.211 4.135 0.747
H -5.275 3.899 -0.826
H -3.939 1.802 -0.779
C 1.787 -4.377 -0.430
Si 0.044 -4.565 -1.009
C 0.118 -4.641 -2.867
C -0.798 -6.072 -0.200
C -1.065 -3.230 -0.429
C -1.964 -2.523 0.000
H 2.189 -5.412 -0.461
H 1.887 -4.021 0.576
H 2.400 -3.747 -1.086
H 0.957 -5.211 -3.271
H 0.291 -3.627 -3.210
H -0.831 -5.043 -3.286
H -0.394 -7.084 -0.524
H -1.833 -6.042 -0.344
H -0.697 -5.877 0.854
```

---

Formula: C36H46IrN6S
Source: the OMol25 dataset
Level of theory: ωB97M-V/def2-TZVPD

Output
* relative energy (zero: lowest compared OMol25 entry of this formula, charge and spin): 81.0 kJ/mol
* spin multiplicity: 2
* HOMO-LUMO gap (alpha / beta): 7.958 / 6.331 eV
* highest occupied orbital energy (alpha / beta): -13.63 / -13.65 eV
* total charge: +2
* maximum force: 1.153 eV/Å

Structure (XYZ):
```
90
C36H46IrN6S, DFT ωB97M-V/def2-TZVPD
Ir -0.291 0.681 1.210
N -1.485 2.438 1.332
C -1.871 2.976 2.652
C -2.322 1.794 3.472
N -1.262 0.772 3.417
C -1.649 -0.496 4.051
C -0.579 -1.496 3.721
N -0.475 -1.509 2.258
H -2.328 2.133 0.846
H -1.065 3.170 0.764
H -1.006 3.461 3.091
H -2.657 3.726 2.565
H -2.552 2.094 4.497
H -3.226 1.355 3.044
H -0.436 1.111 3.906
H -1.775 -0.386 5.130
H -2.611 -0.805 3.640
H 0.384 -1.177 4.127
H -0.809 -2.479 4.135
H 0.297 -2.095 1.960
H -1.317 -1.896 1.839
C -1.220 -4.452 -3.334
C -1.244 -4.363 -1.800
C -2.538 -3.673 -1.374
C -1.218 -5.777 -1.201
C -0.012 -3.598 -1.329
C 1.270 -4.108 -1.623
C 2.425 -3.469 -1.244
C 2.311 -2.273 -0.534
S 3.574 -1.272 0.120
C 2.407 -0.204 0.739
N 1.154 -0.543 0.486
C 1.060 -1.750 -0.232
C -0.108 -2.408 -0.631
C 2.611 0.935 1.609
C 3.852 1.463 1.947
C 3.914 2.492 2.865
C 2.739 2.953 3.447
C 1.504 2.433 3.079
C 1.394 1.415 2.128
H -2.099 -4.992 -3.688
H -0.338 -4.980 -3.697
H -1.230 -3.456 -3.784
H -3.390 -4.239 -1.750
H -2.615 -2.659 -1.775
H -2.634 -3.625 -0.285
H -2.121 -6.317 -1.490
H -1.178 -5.743 -0.110
H -0.363 -6.354 -1.553
H 1.355 -5.040 -2.167
H 3.394 -3.881 -1.491
H -1.066 -1.956 -0.425
H 4.759 1.069 1.502
H 4.866 2.921 3.145
H 2.783 3.744 4.185
H 0.638 2.855 3.569
C 0.579 4.874 -0.261
C 1.445 3.739 0.298
C 1.920 2.819 -0.798
C 3.129 3.129 -1.405
C 3.588 2.417 -2.500
C 2.808 1.405 -3.024
C 1.580 1.061 -2.462
C 0.790 -0.003 -3.198
C 0.263 0.495 -4.547
C 1.163 1.758 -1.312
N -0.087 1.365 -0.678
C -1.143 1.218 -1.446
C -2.271 0.560 -0.962
C -3.539 0.251 -1.470
C -4.190 -0.435 -0.452
C -3.298 -0.516 0.628
N -2.129 0.071 0.322
H 0.217 5.527 0.536
H -0.284 4.482 -0.809
H 1.146 5.491 -0.957
H 0.893 3.183 1.045
H 2.314 4.150 0.812
H 3.714 3.951 -1.011
H 4.535 2.670 -2.958
H 3.144 0.868 -3.903
H -0.035 -0.381 -2.605
H 1.451 -0.854 -3.374
H -0.379 1.372 -4.437
H -0.311 -0.284 -5.049
H 1.083 0.782 -5.205
H -1.105 1.618 -2.454
H -3.920 0.502 -2.447
H -5.190 -0.835 -0.470
H -3.482 -0.974 1.590
```